17
Properties=species:S:1:pos:R:3:forces:R:3:lowdin_charge:R:1 method="wB97M-V/def2-TZVPD" total_energy_ev=-151870.047 homo_energy_ev=-9.3 gap_ev=7.593 largest_force_ev_per_a=1.187 e_above_lowest_kj_mol=0.00 lumo_energy_ev=-1.69
C -1.2881 -2.4080 -0.5411 0.35 -0.11 0.05 -0.1329
N -2.0197 -1.2122 -0.2720 -0.86 0.01 -0.16 -0.0262
C -1.5408 -0.1699 0.2213 0.20 0.33 0.10 -0.1684
C -0.1081 0.1048 0.6432 0.25 -0.78 -0.62 -0.1977
N 0.0774 1.4818 0.9873 -0.15 0.62 1.00 0.0923
N 0.3785 2.2320 0.0573 0.04 0.19 -0.02 -0.4150
O 0.5868 2.0066 -1.1189 0.14 -0.23 -1.02 0.0104
O 0.5107 3.5449 0.4495 0.00 0.46 0.64 0.0856
H -1.5182 -2.7086 -1.5633 0.10 -0.11 0.02 0.0801
H -0.2025 -2.3352 -0.4145 0.04 -0.05 -0.01 0.0660
H -1.6761 -3.1820 0.1242 0.09 -0.08 -0.07 0.0842
H -2.2328 0.6507 0.3717 -0.09 0.27 0.09 0.1085
H 0.1217 -0.4835 1.5374 0.05 0.11 -0.13 0.1274
H 0.5604 -0.1932 -0.1777 -0.03 -0.01 0.24 0.0833
H 0.7752 4.0575 -0.3357 -0.11 -0.63 -0.11 0.1308
Br 3.6056 0.4304 -0.1285 0.05 -0.22 0.01 0.0516
Br 3.9698 -1.8160 0.1598 -0.06 0.23 -0.01 0.0200